No. 1
CBrClFO2S | ωB97M-V with the def2-TZVPD basis set

```
7
Properties=species:S:1:pos:R:3:nbo_charge:R:1
Br -1.98267 0.61770 0.75565 0.0151
C -0.43709 0.43103 -0.30119 0.1190
F -0.27894 1.57417 -0.98876 -0.3610
Cl -0.86774 -1.10784 -1.83943 -0.3690
S 1.00079 -0.04940 0.92774 1.6004
O 0.48319 -1.30597 1.41596 -1.0023
O 2.08246 -0.15968 0.03004 -1.0022
```

Output
charge	-1
ΔE to the lowest compared entry with this formula, charge and spin	57.9	kJ/mol
HOMO energy (spin up / spin down)	-4.5 / -4.5	eV
HOMO-LUMO gap (spin up / spin down)	7.56 / 7.56	eV


No. 2
CBrF2N | ωB97M-V with the def2-TZVPD basis set

```
5
Properties=species:S:1:pos:R:3:nbo_charge:R:1
F 1.38859 -0.89978 0.18520 -0.3194
Br -3.02514 -0.11279 -0.18953 0.4189
F 1.58384 1.14372 0.27140 -0.3038
C 1.46674 0.17749 -0.51501 0.6284
N -1.41403 -0.30864 0.24794 -0.4241
```

Output
ΔE to the lowest compared entry with this formula, charge and spin	408.2	kJ/mol
HOMO energy (spin up / spin down)	-9.7 / -9.7	eV
HOMO-LUMO gap (spin up / spin down)	8.36 / 8.35	eV


No. 3
CBrFNO2 | ωB97M-V with the def2-TZVPD basis set

```
6
Properties=species:S:1:pos:R:3:nbo_charge:R:1
O 1.16024 0.97024 -0.93489 -0.6900
F -2.63083 -1.47057 -0.61574 -0.7232
Br -1.95343 0.47553 -0.12711 0.8013
C 0.71549 0.18834 -0.15351 0.8059
O 1.03572 -0.90812 0.32257 -0.6480
N -0.46030 0.45788 0.67540 -0.5460
```

Output
charge	-1
ΔE to the lowest compared entry with this formula, charge and spin	150.5	kJ/mol
HOMO energy (spin up / spin down)	-4.9 / -4.9	eV
HOMO-LUMO gap (spin up / spin down)	7.37 / 7.48	eV


No. 4
CBrINO2Sm | ωB97M-V with the def2-TZVPD basis set

```
7
Properties=species:S:1:pos:R:3:mulliken_spin:R:1
C -0.28590 0.58398 0.34049 -0.0149
Br -1.78204 -0.84026 0.16880 -0.0171
Sm -1.58678 -3.45585 0.12088 4.0345
O 2.35587 0.93798 0.44231 0.0005
I -1.27243 2.46045 -0.21589 -0.0010
O 0.64637 0.27866 -0.69532 -0.0013
N 1.92491 0.03504 -0.16127 -0.0007
```

Output
charge	+1
multiplicity	5
HOMO energy (spin up / spin down)	-10.7 / -10.8	eV
HOMO-LUMO gap (spin up / spin down)	4.58 / 4.73	eV


No. 5
CCl2F2O | ωB97M-V with the def2-TZVPD basis set

```
6
Properties=species:S:1:pos:R:3:nbo_charge:R:1
O -1.03072 1.08677 -0.56478 -0.4999
Cl -1.22089 -2.10375 1.19618 0.3584
F 0.51568 -0.16713 -1.53435 -0.3028
C 0.10918 0.75805 -0.67151 0.8057
F 0.14997 -1.21371 1.61126 -0.3558
Cl 1.47679 1.63978 -0.03680 -0.0057
```

Output
ΔE to the lowest compared entry with this formula, charge and spin	44.4	kJ/mol
HOMO energy	-12.0	eV
SMILES string	O=C(F)Cl.FCl
HOMO-LUMO gap	10.40	eV


No. 6
CCl2O3P | ωB97M-V with the def2-TZVPD basis set

```
7
Properties=species:S:1:pos:R:3:nbo_charge:R:1
Cl 1.88522 -0.26523 -0.18192 -0.2205
P -1.46515 -0.78021 -0.66535 1.3902
O 1.18475 2.15402 0.62204 -0.6004
O -0.53341 -1.73841 -1.27819 -1.0942
Cl -1.43221 -1.38012 1.44571 -0.5137
C 0.77321 1.14067 0.22281 0.8268
O -0.41240 0.86927 -0.16511 -0.7882
```

Output
charge	-1
ΔE to the lowest compared entry with this formula, charge and spin	80.5	kJ/mol
HOMO energy	-5.5	eV
SMILES string	O=C(Cl)OP([O-])Cl
HOMO-LUMO gap	9.37	eV


No. 7
CCl2OS | ωB97M-V with the def2-TZVPD basis set

```
5
Properties=species:S:1:pos:R:3:nbo_charge:R:1
C -0.64750 0.21116 -1.36673 0.1936
S 0.29403 -0.34968 1.04761 0.4740
Cl 1.47227 0.89393 2.09234 -0.1179
O -0.21641 0.65083 -0.25621 -0.5859
Cl -0.90239 -1.40624 -1.51702 0.0363
```

Output
ΔE to the lowest compared entry with this formula, charge and spin	106.9	kJ/mol
HOMO energy	-9.2	eV
HOMO-LUMO gap	8.88	eV


No. 8
CCl2S3 | ωB97M-V with the def2-TZVPD basis set

```
6
Properties=species:S:1:pos:R:3:nbo_charge:R:1
S -2.55028 0.39678 0.67139 0.0873
S -0.02994 1.19492 -0.34483 0.2287
C -1.20562 -0.13188 -0.10610 -0.4484
Cl 2.66568 -0.29550 0.94195 -0.1609
S 1.92805 0.52850 -0.83030 0.1277
Cl -0.80790 -1.69282 -0.33211 0.1657
```

Output
ΔE to the lowest compared entry with this formula, charge and spin	12.3	kJ/mol
HOMO energy	-9.5	eV
HOMO-LUMO gap	8.17	eV


No. 9
CCl3FOS | ωB97M-V with the def2-TZVPD basis set

```
7
Properties=species:S:1:pos:R:3:nbo_charge:R:1
O -2.39473 -0.79171 1.63666 -0.7612
Cl -2.14313 -0.51482 -1.24681 -0.2246
Cl 1.28578 1.63645 0.64208 0.0292
Cl 1.87226 0.18648 -1.83295 0.1017
C 1.32571 0.17584 -0.27982 0.1947
S -1.85764 0.14759 0.65386 0.9885
F 1.91174 -0.83982 0.42698 -0.3283
```

Output
ΔE to the lowest compared entry with this formula, charge and spin	140.8	kJ/mol
HOMO energy (spin up / spin down)	-9.3 / -9.3	eV
HOMO-LUMO gap (spin up / spin down)	7.77 / 8.26	eV


No. 10
CCl3NO2S | ωB97M-V with the def2-TZVPD basis set

```
8
Properties=species:S:1:pos:R:3:mulliken_spin:R:1
S -1.80051 0.36879 0.02836 0.3404
C 2.47460 -0.23370 -0.28866 -0.0009
N 1.61304 -0.78274 -0.82155 0.0000
Cl -1.77828 -1.35346 1.21780 1.1264
O -2.89371 1.21784 0.30416 0.1155
Cl 3.62209 0.59460 0.47932 0.0012
Cl -0.25166 1.32578 0.67300 0.3065
O -1.61397 0.06311 -1.35309 0.1108
```

Output
multiplicity	3
HOMO energy (spin up / spin down)	-7.5 / -11.2	eV
HOMO-LUMO gap (spin up / spin down)	7.77 / 5.22	eV


No. 11
CCl3O2 | ωB97M-V with the def2-TZVPD basis set

```
6
Properties=species:S:1:pos:R:3:mulliken_spin:R:1
O 2.07270 -0.04626 -0.75414 1.0034
C -1.22205 0.67498 1.37418 0.7896
Cl -2.52904 -0.15787 0.61235 0.0708
Cl -0.84040 2.29232 0.90774 0.0696
O 0.98586 -0.54905 -1.11550 0.9972
Cl -0.28336 -0.11823 2.58647 0.0694
```

Output
ΔE to the lowest compared entry with this formula, charge and spin	0.0	kJ/mol
multiplicity	4
HOMO energy (spin up / spin down)	-8.3 / -11.5	eV
HOMO-LUMO gap (spin up / spin down)	8.59 / 10.55	eV


No. 12
CCl3O3S | ωB97M-V with the def2-TZVPD basis set

```
8
Properties=species:S:1:pos:R:3:nbo_charge:R:1
O -1.45758 0.24002 -1.42665 -0.9691
Cl 1.43388 1.41128 0.86551 -0.0236
O -1.72114 -1.23570 0.52779 -0.9506
C 1.07108 -0.05577 -0.03236 -0.4736
Cl 1.36449 -1.49460 0.74711 0.0258
O -1.35238 1.14223 0.88224 -0.9573
S -1.28090 0.01323 0.01291 2.3935
Cl 1.94256 -0.02069 -1.57656 -0.0451
```

Output
charge	-1
ΔE to the lowest compared entry with this formula, charge and spin	89.3	kJ/mol
HOMO energy	-4.7	eV
HOMO-LUMO gap	8.09	eV